Density functional theory data (ωB97M-V/def2-TZVPD) for C48H68F21I3InNO18P as an isolated structure.

Molar mass in g/mol: 1872.52
Calculated total energy in Ha: -6800.9135
Charge: -1
LUMO energy in eV: 1.31
Frontier orbital gap in hartree: 0.237

Each line ends with the Löwdin charge.
CARTESIAN COORDINATES (ANGSTROEM)
1 C -0.111 -1.265 7.263  -0.06
2 C 0.129 0.178 6.809  -0.28
3 O -1.064 0.966 6.828  -0.18
4 P -2.115 0.844 5.633  0.50
5 O -3.296 0.049 5.980  -0.24
6 C -1.328 0.378 4.071  -0.22
7 C -0.861 -1.068 3.889  -0.32
8 C -1.924 -2.139 4.132  -0.29
9 In -3.559 -2.230 2.641  0.37
10 I -4.817 -4.719 3.152  0.08
11 C -5.166 -0.701 2.886  -0.27
12 C -6.535 -1.256 2.416  -0.31
13 C -7.378 -1.774 3.560  -0.26
14 N -7.668 -0.732 4.565  -0.04
15 C -9.000 -0.830 5.145  -0.18
16 C -9.925 0.246 4.611  -0.14
17 C -9.642 1.592 4.871  -0.04
18 C -10.450 2.607 4.367  -0.10
19 C -11.559 2.281 3.593  -0.10
20 C -11.870 0.944 3.346  -0.02
21 C -11.058 -0.066 3.854  -0.27
22 O -11.413 -1.378 3.596  0.02
23 C -2.870 -2.338 0.501  -0.81
24 I -3.299 -4.114 -0.597  0.79
25 C -2.231 -1.360 -0.119  -0.93
26 C -1.894 -0.060 0.567  -0.20
27 I -1.606 -1.376 -2.170  0.72
28 O -2.542 2.390 5.460  -0.20
29 C -3.503 2.643 4.426  -0.27
30 C -2.844 3.382 3.278  -0.07
31 H 0.132 -1.346 8.319  0.07
32 H -1.149 -1.552 7.140  0.07
33 H 0.569 -1.921 6.727  0.08
34 H 0.779 0.624 7.559  0.11
35 H 0.675 0.237 5.872  0.09
36 H -0.452 1.027 3.973  0.10
37 H -1.999 0.656 3.266  0.06
38 H 0.032 -1.293 4.474  0.08
39 H -0.548 -1.173 2.851  0.08
40 H -2.382 -2.092 5.114  0.02
41 H -1.419 -3.105 4.081  0.03
42 H -5.233 -0.556 3.962  0.02
43 H -4.918 0.220 2.364  0.02
44 H -7.111 -0.453 1.946  0.10
45 H -6.412 -2.077 1.713  0.07
46 H -6.946 -2.638 4.058  0.06
47 H -8.331 -2.121 3.128  0.10
48 H -7.553 0.160 4.104  0.09
49 H -8.969 -0.696 6.229  0.11
50 H -9.447 -1.803 4.971  0.11
51 H -8.778 1.820 5.478  0.12
52 H -10.187 3.631 4.584  0.09
53 H -12.196 3.055 3.195  0.09
54 H -12.733 0.693 2.751  0.11
55 H -10.730 -1.781 3.051  0.10
56 H -1.863 0.732 -0.178  0.04
57 H -0.918 -0.066 1.044  0.07
58 H -2.706 0.194 1.245  0.04
59 H -3.968 1.722 4.082  0.09
60 H -4.277 3.292 4.825  0.12
61 H -3.561 3.601 2.490  0.08
62 H -2.033 2.806 2.840  0.06
63 H -2.410 4.316 3.625  0.07
64 C 3.542 1.534 -5.299  -0.07
65 C 3.607 0.191 -4.605  -0.19
66 O 3.798 0.341 -3.184  0.04
67 C 2.704 0.589 -2.476  -0.40
68 O 1.593 0.711 -2.892  0.15
69 C 3.061 0.650 -0.981  -0.55
70 F 4.170 1.374 -0.772  0.16
71 F 3.278 -0.583 -0.507  0.17
72 F 2.074 1.198 -0.281  0.17
73 H 4.430 2.125 -5.069  0.08
74 H 3.478 1.394 -6.373  0.07
75 H 2.673 2.104 -4.970  0.08
76 H 4.464 -0.380 -4.955  0.12
77 H 2.716 -0.405 -4.799  0.12
78 C -2.184 -6.205 -7.330  -0.05
79 C -2.099 -7.552 -6.645  -0.20
80 O -1.857 -7.402 -5.235  0.02
81 C -2.925 -7.152 -4.485  -0.39
82 O -4.051 -7.048 -4.865  0.18
83 C -2.499 -7.050 -3.011  -0.56
84 F -1.386 -6.322 -2.886  0.14
85 F -2.244 -8.272 -2.519  0.17
86 F -3.452 -6.492 -2.276  0.05
87 H -1.286 -5.619 -7.130  0.08
88 H -2.287 -6.335 -8.407  0.08
89 H -3.038 -5.635 -6.968  0.08
90 H -1.254 -8.121 -7.027  0.12
91 H -2.999 -8.144 -6.808  0.12
92 C 4.869 3.959 -11.583  -0.06
93 C 3.868 4.939 -11.012  -0.19
94 O 3.606 4.664 -9.622  0.04
95 C 4.484 5.144 -8.756  -0.40
96 O 5.465 5.778 -9.006  0.17
97 C 4.032 4.801 -7.326  -0.54
98 F 3.624 3.532 -7.229  0.15
99 F 3.013 5.594 -6.964  0.16
100 F 5.019 4.979 -6.454  0.18
101 H 4.531 2.935 -11.427  0.08
102 H 4.995 4.130 -12.651  0.08
103 H 5.840 4.064 -11.099  0.08
104 H 2.908 4.840 -11.513  0.13
105 H 4.200 5.969 -11.131  0.12
106 C 1.376 -4.659 -3.955  -0.05
107 C 2.299 -5.453 -4.848  -0.18
108 O 2.264 -4.951 -6.205  0.03
109 C 3.010 -3.893 -6.458  -0.41
110 O 3.713 -3.302 -5.692  0.16
111 C 2.886 -3.521 -7.946  -0.55
112 F 1.615 -3.557 -8.358  0.17
113 F 3.589 -4.382 -8.697  0.16
114 F 3.359 -2.297 -8.169  0.17
115 H 0.366 -4.648 -4.364  0.08
116 H 1.343 -5.090 -2.956  0.09
117 H 1.705 -3.623 -3.872  0.08
118 H 1.974 -6.489 -4.912  0.12
119 H 3.323 -5.451 -4.476  0.12
120 C 3.756 2.841 5.894  -0.05
121 C 4.042 3.024 7.368  -0.19
122 O 4.875 1.961 7.878  0.04
123 C 6.173 2.093 7.670  -0.41
124 O 6.726 2.989 7.108  0.17
125 C 6.920 0.913 8.315  -0.54
126 F 6.324 -0.259 8.055  0.15
127 F 6.966 1.063 9.645  0.17
128 F 8.172 0.840 7.869  0.17
129 H 3.318 1.859 5.710  0.08
130 H 3.063 3.605 5.545  0.09
131 H 4.669 2.908 5.303  0.08
132 H 3.120 2.974 7.943  0.12
133 H 4.505 3.988 7.571  0.12
134 C 1.178 8.799 -6.375  -0.06
135 C 0.963 8.831 -7.872  -0.20
136 O -0.174 8.035 -8.259  0.03
137 C -1.358 8.616 -8.137  -0.40
138 O -1.575 9.723 -7.743  0.17
139 C -2.456 7.658 -8.633  -0.55
140 F -2.268 6.420 -8.171  0.17
141 F -2.444 7.609 -9.974  0.16
142 F -3.654 8.075 -8.243  0.18
143 H 1.267 7.771 -6.025  0.08
144 H 2.088 9.339 -6.116  0.08
145 H 0.344 9.256 -5.845  0.08
146 H 1.814 8.391 -8.387  0.12
147 H 0.846 9.850 -8.240  0.12
148 C 8.037 -2.909 8.658  -0.05
149 C 8.501 -3.140 7.238  -0.19
150 O 9.526 -4.153 7.179  0.03
151 C 9.108 -5.408 7.185  -0.41
152 O 7.977 -5.789 7.236  0.18
153 C 10.317 -6.354 7.072  -0.55
154 F 11.312 -5.975 7.882  0.16
155 F 10.784 -6.355 5.816  0.17
156 F 9.975 -7.598 7.389  0.17
157 H 8.886 -2.669 9.301  0.09
158 H 7.328 -2.093 8.697  0.05
159 H 7.558 -3.799 9.066  0.08
160 H 8.959 -2.239 6.836  0.12
161 H 7.673 -3.408 6.584  0.13